# 1
ORCA calculation (ωB97M-V/def2-TZVPD) on a structure of composition C47H52As3N9OPb.

The geometry in ORCA input format:
```
! RIJCOSX wB97M-V def2-TZVPD def2/J DEFGRID3
* xyz 2 1
Pb 0.1433 0.6654 -0.0687
C -0.1111 6.9124 -3.6179
C -1.4440 7.0014 -3.2419
C -2.0030 6.1234 -2.3072
C -1.1590 5.1874 -1.7575
C -1.3812 4.0536 -0.8339
N -2.5993 3.6001 -0.5442
C -2.8367 2.3377 -0.8075
C -4.1798 1.7222 -0.8394
C -5.4159 2.1612 -0.4141
C -6.5095 1.3439 -0.6982
C -6.3610 0.1621 -1.4162
C -5.1129 -0.2571 -1.8731
C -4.0273 0.5306 -1.5494
C -2.5882 0.4403 -1.8916
N -2.0632 -0.4288 -2.7024
C -0.8100 -0.1964 -3.1891
N 0.2557 0.2570 -2.5571
C 1.2396 0.5322 -3.5577
N 2.3234 1.1872 -3.4721
C 2.9258 1.7571 -2.3726
N 3.0392 3.3031 -2.2235
C 2.6201 2.3515 -1.0483
N 1.8841 3.4730 -1.3929
C 0.6968 3.9842 -1.3424
N -0.2264 3.4630 -0.4978
C 0.1844 5.1022 -2.1368
C 0.7383 5.9457 -3.0740
C 3.9343 1.8521 -0.4750
C 4.8124 1.8715 0.5673
C 6.0420 1.2344 0.3117
C 6.3366 0.6577 -0.9109
C 5.4253 0.6735 -1.9835
C 4.2258 1.2711 -1.7241
C 0.7352 0.0229 -4.8496
C 1.2990 -0.0125 -6.1074
C 0.5136 -0.5385 -7.1316
C -0.7830 -0.9890 -6.8974
C -1.3500 -0.9329 -5.6268
C -0.5559 -0.4254 -4.6173
N -1.9188 1.4876 -1.3292
H 0.2779 7.6059 -4.3504
H -2.0659 7.7662 -3.6852
H -3.0441 6.1859 -2.0250
H -5.5348 3.1013 0.1060
H -7.4959 1.6418 -0.3712
H -7.2355 -0.4339 -1.6372
H -5.0033 -1.1599 -2.4585
H 1.7741 5.8769 -3.3763
H 4.6053 2.3388 1.5188
H 6.7868 1.2066 1.0956
H 7.3045 0.1973 -1.0520
H 5.6805 0.2559 -2.9469
H 2.3002 0.3511 -6.2900
H 0.9155 -0.5980 -8.1333
H -1.3586 -1.3849 -7.7224
H -2.3601 -1.2667 -5.4388
C -1.2624 -3.2141 -1.4212
As -1.1263 -2.0924 0.1665
C -2.9789 -2.0433 0.7512
C -0.5251 -3.3687 1.5265
C 0.9321 -3.8203 1.6026
C 1.4648 -4.1835 0.2168
C 1.8158 -2.7511 2.2439
As 2.4551 -1.2312 1.1739
C 4.0352 -1.9685 0.3039
C 3.3083 -0.2949 2.6696
C 1.0066 -5.1041 2.4599
As 0.3325 -5.3773 4.3190
C -1.6015 -5.5146 3.9959
C 0.3023 -3.5979 5.1628
H -1.4051 -4.2509 -1.1139
H -0.3642 -3.1414 -2.0310
H -2.1139 -2.8814 -2.0067
H -3.3434 -3.0666 0.8546
H -3.5928 -1.5128 0.0329
H -3.0404 -1.5414 1.7162
H -1.1632 -4.2391 1.3387
H -0.8386 -2.9478 2.4831
H 1.4639 -3.3227 -0.4618
H 0.8652 -4.9708 -0.2426
H 2.4913 -4.5470 0.2862
H 2.7289 -3.2169 2.6310
H 1.3076 -2.2952 3.0924
H 4.5611 -2.6468 0.9762
H 4.6911 -1.1384 0.0479
H 3.7658 -2.4974 -0.6073
H 4.3392 -0.0652 2.4089
H 3.3031 -0.9382 3.5496
H 2.7741 0.6243 2.8999
H 2.0568 -5.4061 2.5072
H 0.5010 -5.9104 1.9164
H -1.7915 -6.3292 3.2976
H -2.0514 -4.5979 3.6184
H -2.0762 -5.7726 4.9417
H 1.3164 -3.2260 5.3079
H -0.1424 -3.7415 6.1480
H -0.2919 -2.8607 4.6251
C -1.3215 1.9527 5.5808
N -0.5954 1.1269 4.6237
C 0.3680 0.1906 5.1825
C -0.8366 1.1577 3.3121
C -1.8885 2.1195 2.8172
O -0.2195 0.4249 2.5094
H -0.7187 2.0412 6.4817
H -2.2793 1.5033 5.8499
H -1.4869 2.9538 5.1917
H -0.1117 -0.4185 5.9493
H 1.2012 0.7316 5.6342
H 0.7406 -0.4528 4.3933
H -2.8100 2.0537 3.3938
H -2.1062 1.8979 1.7760
H -1.5297 3.1474 2.8847
*
```

**Orbital gap**: 5.73 eV
**Relative energy (zero: lowest compared OMol25 entry of this formula, charge and spin)**: 327.3 kJ/mol
**LUMO**: -6.5 eV
**HOMO level**: -0.4479 hartree

---

# 2
ORCA calculation (ωB97M-V/def2-TZVPD) on a structure of composition C10H9BrLiNSTe at a distorted geometry.

The geometry in ORCA input format:
```
! RIJCOSX wB97M-V def2-TZVPD def2/J DEFGRID3
* xyz 0 1
Li -2.0420 -1.2394 0.5219
C 2.9772 -0.0773 -0.3548
C 2.1503 -1.3300 -0.0404
C 2.6544 -2.5785 -0.0029
C 1.7688 -3.6220 0.1895
C 0.4210 -3.3625 0.3809
Br -0.8512 -4.8527 0.4995
N -0.0958 -2.1445 0.3364
C 0.7862 -1.2091 0.0919
H 2.4119 0.8158 -0.6784
H 3.6147 -0.3605 -1.1911
H 3.4896 0.2165 0.5854
H 3.7131 -2.7481 -0.2305
H 1.9816 -4.7209 0.0834
H 0.4225 -0.2452 -0.0332
Te -4.1699 0.0962 0.4108
C -3.0615 1.8962 0.1160
C -3.5003 3.0878 -0.3141
C -2.4804 4.1467 -0.2577
C -1.3129 3.6701 0.2672
S -1.4334 1.9504 0.6741
H -4.4656 3.3289 -0.7728
H -2.6350 5.1565 -0.6193
H -0.3434 4.1256 0.3382
*
```

**Orbital gap**: 6.27 eV
**LUMO**: -0.3 eV
**HOMO level**: -0.2415 hartree

---

# 3
ORCA calculation (ωB97M-V/def2-TZVPD) on a structure of composition C44H83Br30F4NO5SSi2 at a distorted geometry.

The geometry in ORCA input format:
```
! RIJCOSX wB97M-V def2-TZVPD def2/J DEFGRID3
* xyz 0 1
C 1.6112 -1.4233 5.3590
C 2.2030 -0.6631 4.0266
C 2.2499 -1.6394 2.6984
O 3.3503 -2.3681 2.4934
O 1.0428 -1.6410 1.8293
C 0.3754 -2.9214 2.1694
C -0.8679 -3.3209 1.1791
Si -2.4111 -2.1147 1.3519
S -3.7604 -2.6733 -0.2304
C -3.1955 -2.5990 3.0870
C -2.3653 -1.9568 4.3464
O -2.6855 -2.3661 5.6044
F -1.3078 -0.9163 4.2324
O -1.7624 -0.5011 1.2922
Si -2.9560 0.7578 1.0713
O -3.8824 0.6190 -0.4585
C -1.8802 2.3835 0.7660
C -1.4600 2.9068 2.2863
C 0.0185 3.6216 2.3510
F 1.2397 2.8312 2.6958
C 0.0596 5.1070 2.0825
F -0.6242 6.0579 3.0126
F 0.8207 5.5558 0.8656
N -3.9578 1.1635 2.4954
C -4.9675 0.2873 2.7502
C -5.2066 -0.0937 4.3622
C -6.0171 -0.3956 1.7008
H 0.7149 -0.8016 5.8051
H 1.1815 -2.4846 5.0792
H 2.4055 -1.5606 6.2143
H 3.2734 -0.2366 4.2670
H 1.4771 0.2348 3.7518
H 1.1917 -3.7822 2.0528
H 0.0241 -2.9478 3.2852
H -1.2448 -4.4083 1.4161
H -0.5067 -3.3215 0.0427
H -4.2361 -3.9644 0.1520
H -4.3536 -2.4356 3.1152
H -3.0351 -3.7803 3.1544
H -3.4851 1.2704 -1.1376
H -2.4808 3.1946 0.1576
H -0.8835 2.0833 0.1844
H -2.3463 3.5764 2.6564
H -1.4307 1.9514 2.9675
H -5.4984 -1.2208 4.5210
H -4.3384 0.2884 5.0475
H -6.1742 0.5342 4.6689
H -7.0812 -0.3975 2.2421
H -5.7859 -1.5495 1.5029
H -6.1852 0.2090 0.6988
Br -0.2408 3.4967 -2.3960
C 0.5740 5.2666 -2.3007
C 0.4143 6.0125 -3.6045
Br 1.6696 5.3605 -4.9486
H 1.6175 5.1223 -2.0074
H 0.0424 5.7808 -1.4955
H 0.6608 7.0703 -3.4768
H -0.5872 5.9261 -4.0360
Br 3.2311 -7.9175 -0.0048
C 4.0840 -6.1688 -0.1455
C 3.2122 -5.0865 0.4464
Br 1.7513 -4.6191 -0.7597
H 4.3160 -6.0108 -1.2024
H 5.0170 -6.2620 0.4169
H 3.7800 -4.1607 0.5750
H 2.7590 -5.3661 1.4019
Br 4.1311 2.4370 4.5952
C 4.9840 4.1857 4.4545
C 4.1122 5.2680 5.0464
Br 2.6513 5.7354 3.8403
H 5.2160 4.3437 3.3976
H 5.9170 4.0925 5.0169
H 4.6800 6.1939 5.1750
H 3.6590 4.9884 6.0019
Br -0.1198 6.9482 -5.5482
C -0.8483 8.1258 -6.9222
C -0.4734 9.5658 -6.6624
Br -1.5643 10.3329 -5.2380
H -1.9282 7.9556 -6.9487
H -0.4066 7.7760 -7.8592
H -0.6807 10.1832 -7.5411
H 0.5720 9.6977 -6.3688
Br 4.1862 4.1513 8.6380
C 5.6389 5.0194 9.6082
C 6.2303 6.1543 8.8057
Br 7.3964 5.4855 7.3912
H 6.3643 4.2410 9.8604
H 5.1815 5.3955 10.5273
H 6.8750 6.7760 9.4333
H 5.4780 6.7867 8.3254
Br 0.7942 -8.6383 -3.5694
C 2.3668 -9.1995 -4.5781
C 3.6267 -8.5902 -4.0094
Br 3.7994 -6.7164 -4.5258
H 2.1879 -8.9321 -5.6232
H 2.3900 -10.2886 -4.4849
H 4.5129 -9.0802 -4.4225
H 3.6727 -8.6249 -2.9171
Br -3.9689 9.2696 -1.7723
C -3.1160 11.0183 -1.9129
C -3.9878 12.1006 -1.3211
Br -5.4487 12.5680 -2.5272
H -2.8840 11.1763 -2.9699
H -2.1830 10.9251 -1.3506
H -3.4200 13.0264 -1.1925
H -4.4410 11.8210 -0.3656
Br -8.1738 -2.0513 -1.0932
C -9.0757 -3.2839 0.1203
C -8.1120 -3.8577 1.1320
Br -6.9974 -5.2473 0.3355
H -9.5601 -4.0442 -0.4988
H -9.8426 -2.6832 0.6168
H -8.6531 -4.3579 1.9402
H -7.4347 -3.1128 1.5598
Br -0.1672 0.0319 -2.1820
C 1.4054 -0.5293 -3.1907
C 2.6653 0.0800 -2.6220
Br 2.8380 1.9538 -3.1384
H 1.2265 -0.2619 -4.2358
H 1.4286 -1.6184 -3.0975
H 3.5515 -0.4100 -3.0351
H 2.7113 0.0454 -1.5297
Br 4.6662 3.1352 -0.1041
C 6.3591 2.1696 -0.0208
C 6.2491 0.8159 -0.6820
Br 5.3142 -0.4558 0.4653
H 6.6449 2.1166 1.0334
H 7.0733 2.8020 -0.5551
H 7.2403 0.3807 -0.8378
H 5.7126 0.8389 -1.6350
Br 1.0907 -10.4548 -7.5337
C 2.6096 -11.4071 -8.3026
C 2.6053 -12.8618 -7.8956
Br 3.2261 -13.0824 -6.0589
H 3.5117 -10.8718 -7.9935
H 2.4874 -11.3098 -9.3847
H 3.3111 -13.4348 -8.5035
H 1.6176 -13.3281 -7.9559
Br -10.0971 0.7045 -3.2053
C -11.1709 -0.8925 -3.5246
C -12.6101 -0.6727 -3.1218
Br -12.8208 -0.7563 -1.1837
H -10.6894 -1.7138 -2.9867
H -11.0958 -1.0747 -4.6001
H -13.2462 -1.4730 -3.5102
H -13.0100 0.2931 -3.4440
Br 4.8626 -11.7338 -10.7361
C 6.5555 -12.6994 -10.6528
C 6.4454 -14.0531 -11.3140
Br 5.5105 -15.3248 -10.1667
H 6.8412 -12.7524 -9.5986
H 7.2696 -12.0670 -11.1871
H 7.4366 -14.4884 -11.4698
H 5.9089 -14.0301 -12.2670
Br -6.1788 -1.1033 8.1208
C -4.7262 -0.2352 9.0910
C -4.1347 0.8997 8.2885
Br -2.9687 0.2309 6.8741
H -4.0007 -1.0136 9.3432
H -5.1836 0.1409 10.0101
H -3.4900 1.5214 8.9161
H -4.8871 1.5321 7.8083
Br 6.3011 7.3744 3.6958
C 6.1053 8.8039 2.3831
C 4.7783 8.7104 1.6674
Br 4.8002 7.2970 0.3223
H 6.9665 8.7414 1.7121
H 6.1666 9.7302 2.9607
H 4.5751 9.6288 1.1093
H 3.9371 8.5016 2.3348
*
```

**Orbital gap**: 7.52 eV
**LUMO**: -0.5 eV
**HOMO level**: -0.2935 hartree

---

# 4
ORCA calculation (ωB97M-V/def2-TZVPD) on the molecule C9H14O3 at a distorted geometry.

The geometry in ORCA input format:
```
! RIJCOSX wB97M-V def2-TZVPD def2/J DEFGRID3
* xyz 0 1
C -2.5468 3.0230 -1.0718
C -2.3857 1.6883 -0.5595
C -0.9025 1.1183 -0.5348
C -0.1073 0.9470 -1.9410
O -0.4259 1.3318 -3.0740
O 1.0582 0.1768 -1.5540
C 0.9417 -0.3755 -0.2191
O 1.6984 -1.5441 0.1374
C 1.7741 -1.5935 1.5811
C 3.1263 -0.9770 2.2008
C -0.6682 -0.4097 -0.0416
C -1.3157 -1.5247 -1.0357
H -1.8570 3.8858 -0.8083
H -3.4527 3.2047 -1.7330
H -3.3170 1.1653 -0.1741
H -0.2817 1.8455 0.1129
H 1.3977 0.4594 0.4266
H 0.9020 -1.0473 2.1086
H 1.6367 -2.7011 1.8760
H 2.8424 -0.2102 3.0167
H 3.6916 -1.8062 2.7633
H 3.7470 -0.4708 1.3930
H -1.0854 -0.7048 0.9808
H -0.6574 -1.7283 -1.9473
H -1.4622 -2.5297 -0.4880
H -2.3507 -1.2232 -1.4149
*
```

**Orbital gap**: 9.47 eV
**Relative energy (zero: lowest compared OMol25 entry of this formula, charge and spin)**: 339.4 kJ/mol
**LUMO**: 0.6 eV
**HOMO level**: -0.3272 hartree
**SMILES string**: C=C[C@@H]1C(=O)O[C@H](OCC)[C@@H]1C